Entry 1:
Here is a structure of composition C41H37N10O3RuS2 from OMol25. Energies are from ωB97M-V with the def2-TZVPD basis set.

Last column: Mulliken spin population.
Cartesian coordinates (Å):
Ru1 1.0010 -0.3830 -0.8901  0.842
S1 3.0702 0.6035 1.1135  0.004
S2 -0.4116 -1.7632 -2.2186  0.025
O1 2.0959 0.4739 2.1672  0.004
O2 2.9736 1.7597 0.2472  0.006
O3 -3.2557 1.4987 -0.3743  0.003
N1 -0.4971 -2.9961 2.9040  -0.003
N2 0.4366 3.6917 -3.5264  0.021
N3 2.8325 -0.7422 0.1885  0.090
N4 2.6264 -1.2399 -1.9481  -0.023
N5 -0.2054 0.8279 0.1721  -0.089
N6 -3.3626 5.4431 4.3955  0.002
N7 -2.4377 -0.1876 -1.6082  0.004
N8 -2.8605 -2.4601 -1.3611  0.010
N9 0.8250 1.2965 -2.1847  -0.078
N10 0.3609 -1.6158 0.6720  0.012
C1 -0.3177 2.1052 -0.2251  0.078
C2 3.0159 -1.4743 -3.2092  -0.005
C3 -0.6755 0.4134 1.3582  0.033
C4 1.2282 1.4571 -3.4418  0.035
C5 6.7895 1.5770 2.2212  0.000
C6 -6.9230 -0.5875 0.2269  0.000
C7 -7.3953 -1.2561 -0.8952  0.000
C8 6.4092 -0.6857 2.9244  -0.002
C9 -2.6060 -3.9049 -1.4376  0.003
C10 4.6986 0.5089 1.7658  0.009
C11 4.3376 -1.3428 -3.5697  0.001
C12 -1.4358 2.6362 1.8288  0.014
C13 5.2648 -0.9159 -2.6112  0.003
C14 3.5269 -0.8761 -1.0227  -0.006
C15 -2.0543 -1.4827 -1.6937  0.018
C16 1.0369 2.6623 -4.1043  -0.008
C17 -5.6531 -0.0371 0.2209  -0.001
C18 -3.5148 0.4510 -0.9048  -0.005
C19 0.0188 3.5300 -2.2800  -0.011
C20 5.1380 -0.6540 2.3880  0.002
C21 7.2508 0.4271 2.8582  0.003
C22 -2.6193 4.4610 4.8885  -0.002
C23 -0.3935 -1.0083 1.6092  -0.007
C24 -4.8459 -0.1860 -0.9066  0.001
C25 -0.8258 -1.7295 2.7178  0.006
C26 -3.5440 -4.5554 -2.4462  -0.001
C27 0.2063 2.3431 -1.5797  0.016
C28 -2.8730 4.6445 2.1961  0.005
C29 5.5186 1.6266 1.6671  0.002
C30 -5.3224 -0.8558 -2.0369  0.000
C31 0.2787 -3.5657 1.9898  0.003
C32 4.8701 -0.6609 -1.3119  -0.006
C33 -1.9753 3.5186 4.1004  0.004
C34 -2.1002 3.6088 2.7158  -0.010
C35 -3.4833 5.5249 3.0772  -0.002
C36 -0.9241 3.0368 0.5923  0.008
C37 -6.6031 -1.3825 -2.0296  0.000
C38 -3.2537 -4.1281 -3.8775  0.001
C39 -1.3076 1.2986 2.2080  -0.013
C40 0.7101 -2.8839 0.8627  0.001
C41 8.6155 0.3769 3.4751  0.000
H1 9.1818 -0.4782 3.1052  0.000
H2 4.4912 -1.5190 2.4583  0.000
H3 -2.2440 -4.4138 -4.1761  0.000
H4 -1.6995 0.9605 3.1560  0.000
H5 -8.3934 -1.6728 -0.8903  0.000
H6 1.3335 -3.3431 0.1082  0.001
H7 -0.9891 4.0723 0.2936  0.000
H8 4.6461 -1.5692 -4.5795  0.000
H9 5.5587 -0.3281 -0.5508  0.000
H10 -7.5518 -0.4868 1.1005  0.000
H11 9.1805 1.2818 3.2616  0.000
H12 -4.1013 6.3315 2.7000  0.000
H13 -3.9492 -4.5935 -4.5734  0.000
H14 -3.4430 -5.6366 -2.3389  0.000
H15 6.3016 -0.7886 -2.8929  0.000
H16 -0.4865 4.3713 -1.8243  0.000
H17 1.3771 2.7845 -5.1245  0.000
H18 -3.0439 4.7548 1.1334  0.000
H19 -3.3452 -3.0466 -4.0032  0.000
H20 5.1638 2.5146 1.1649  0.002
H21 -5.2788 0.5110 1.0752  0.000
H22 -1.4520 -1.2674 3.4707  0.001
H23 -2.7462 -4.3112 -0.4343  0.000
H24 -3.8207 -2.2080 -1.1450  -0.002
H25 -1.3573 2.7662 4.5721  0.000
H26 8.5413 0.2741 4.5587  0.000
H27 7.4303 2.4467 2.1576  0.000
H28 -4.7063 -0.9353 -2.9251  0.001
H29 -1.6909 0.4632 -1.8114  0.000
H30 0.5712 -4.5953 2.1508  0.000
H31 -4.5793 -4.3247 -2.1768  0.000
H32 -1.5657 -4.0388 -1.7258  -0.001
H33 6.7575 -1.5859 3.4150  0.000
H34 -2.5269 4.4227 5.9676  0.000
H35 2.2503 -1.7947 -3.9060  0.001
H36 -6.9894 -1.8792 -2.9090  0.000
H37 1.7164 0.6198 -3.9195  0.001

Cartesian forces, eV/Å:
-0.19 -0.87 0.07
0.04 0.13 0.28
-0.33 0.15 -0.12
0.13 0.01 -0.02
-0.02 0.01 0.04
-0.14 0.04 -0.06
0.02 -0.08 0.02
0.02 0.00 -0.07
-0.10 0.70 -0.57
0.04 0.20 0.03
0.23 -0.04 0.24
-0.06 0.07 0.07
-0.29 0.23 -0.09
-0.01 0.12 -0.10
0.12 0.25 0.12
0.06 -0.04 0.08
-0.02 -0.13 0.34
0.11 -0.17 0.01
0.05 0.16 -0.18
0.10 -0.03 0.02
-0.06 -0.06 -0.01
0.00 0.01 0.02
-0.03 -0.01 0.00
0.00 -0.04 0.01
0.10 0.03 -0.01
-0.07 0.15 -0.18
-0.02 -0.02 0.03
0.09 -0.07 -0.02
-0.06 -0.01 -0.02
-0.05 0.10 0.51
0.32 -0.26 0.20
0.02 -0.03 -0.03
0.02 0.01 -0.06
0.02 -0.18 -0.01
0.04 -0.10 0.11
-0.10 -0.05 0.06
-0.03 0.06 -0.03
0.05 -0.07 0.06
0.04 -0.04 -0.06
0.01 -0.03 -0.01
0.00 0.14 -0.10
0.00 -0.03 0.05
0.04 0.05 -0.24
0.00 -0.09 0.03
-0.01 -0.10 0.01
-0.05 0.07 0.01
0.03 -0.04 -0.02
-0.07 -0.23 -0.24
0.01 0.05 -0.08
-0.08 0.12 0.14
-0.02 0.03 -0.09
0.12 -0.07 0.02
0.01 -0.01 -0.02
-0.01 0.01 -0.02
-0.01 0.02 -0.09
-0.05 0.00 -0.04
0.07 0.03 0.01
-0.01 -0.01 0.00
-0.03 0.00 0.00
0.01 0.00 0.01
-0.01 0.03 0.02
-0.01 0.00 0.00
0.01 0.00 0.01
-0.01 0.01 0.01
0.01 0.01 -0.01
0.02 0.00 0.00
0.00 0.00 0.01
0.01 0.00 0.00
0.01 0.00 0.00
0.00 -0.01 0.00
0.03 0.00 -0.03
0.01 0.00 0.00
0.00 -0.01 0.03
-0.01 0.01 0.00
0.03 -0.04 -0.02
0.00 0.02 0.00
-0.02 0.04 -0.01
0.01 0.01 0.01
0.01 0.01 0.01
-0.03 -0.01 -0.04
0.04 0.00 0.03
0.01 -0.03 -0.03
-0.01 -0.01 0.00
0.01 0.00 0.00
-0.01 0.02 -0.02
-0.07 -0.07 0.00
-0.01 -0.01 0.01
0.00 0.01 0.01
0.00 -0.06 0.03
0.01 -0.01 0.00
0.00 0.00 -0.01
0.01 0.04 -0.02
0.00 0.00 -0.01
-0.01 0.01 0.01

Values from the calculation:
LUMO (alpha / beta) in Eh: -0.2275 / -0.2604
Max |F| in eV/A: 0.91
Energy relative to the best compared isomer or geometry (same formula, charge and spin) in kcal/mol: 0.6
⟨S²⟩: 0.757
Calculated total energy in a.u.: -3248.739568
2S+1: 2
HOMO energy (alpha / beta) in eV: -13.432 / -13.522
Total charge: +2

=====

Entry 2:
Here is a structure of composition C41H38BrN7O3Se2Sn from OMol25. Energies are from ωB97M-V with the def2-TZVPD basis set.

Last column: Mulliken charge in e.
Cartesian coordinates (Å):
Sn1 0.1026 -0.0570 0.1100  0.721
Br1 6.2104 4.6247 0.6139  -0.292
Se1 4.0611 -0.6688 -0.9244  -0.552
Se2 0.8872 -4.1993 -3.4416  -0.669
O1 1.4430 1.0205 1.2924  0.617
O2 4.9607 -2.6541 -5.1710  -0.640
O3 4.1392 -4.6764 -3.4358  -0.660
N1 -2.7275 -1.0754 -0.1249  0.757
N2 -2.3661 2.5423 0.4598  -0.238
N3 -0.9791 -0.3843 2.0495  0.807
N4 1.0831 -1.9831 1.0302  0.798
N5 1.1779 -2.1764 2.3644  0.001
N6 0.1511 2.6703 -0.5730  0.234
N7 -1.9380 -2.1559 -0.3196  -0.821
C1 3.6323 1.6098 1.8188  -0.424
C2 -4.3379 -0.4043 3.6516  -1.421
C3 -6.6928 -0.5960 2.7359  -1.608
C4 -2.9611 -0.3915 3.5066  -0.984
C5 -4.6250 3.1880 -1.0498  -0.950
C6 -0.7560 3.5115 -2.6657  -0.238
C7 -2.3519 -1.1222 -2.2834  -0.949
C8 4.6791 3.5034 0.8015  -0.247
C9 2.8119 -1.2914 -2.3387  -0.907
C10 -3.2218 -0.7801 1.1736  -0.475
C11 -1.8715 3.8531 -3.4547  -0.768
C12 -0.1931 0.8067 4.0606  0.174
C13 -0.9062 3.1009 -1.3612  -0.723
C14 1.8961 -0.9635 4.3166  -0.178
C15 -4.7462 2.7312 0.2282  -0.745
C16 1.7833 0.0671 5.2386  0.616
C17 -2.2297 2.9888 -0.8173  0.355
C18 -5.1956 -0.5698 2.5738  0.626
C19 -3.1384 3.7729 -2.9521  -0.970
C20 1.5859 -3.4382 2.6257  -0.097
C21 3.3062 -2.3572 -3.3401  2.046
C22 1.4099 -3.1229 0.4553  -0.340
C23 -1.6953 -2.1822 -1.6235  -0.285
C24 0.9667 -1.1247 3.2975  -0.504
C25 -0.1193 -0.2497 3.1505  -0.269
C26 4.7319 2.4120 1.6708  -0.578
C27 3.5391 3.7749 0.1014  -0.843
C28 -3.5702 2.4191 0.9496  -0.329
C29 3.9530 -3.5280 -2.5902  -0.857
C30 2.4374 1.8272 1.0908  -0.893
C31 -3.3387 3.3319 -1.6222  1.589
C32 -3.0038 -0.4377 -1.2901  -0.085
C33 2.8312 0.2670 6.2999  -1.535
C34 1.2327 3.3449 -0.5102  -0.761
C35 4.3548 -1.7268 -4.2602  -0.930
C36 2.4066 2.9531 0.2299  0.666
C37 -4.5944 -0.7932 1.3412  -0.016
C38 1.7400 -4.0837 1.4247  -1.460
C39 2.1051 -2.8159 -4.1959  -1.627
C40 0.7216 0.9557 5.0871  -1.019
C41 -2.3264 -0.5050 2.2461  1.225
H1 2.7490 -1.6323 4.3493  0.451
H2 -5.4988 3.4345 -1.6436  0.359
H3 4.8187 -3.5379 -4.7938  0.500
H4 -4.0004 4.0197 -3.5613  0.370
H5 -0.9781 1.5395 3.9218  0.575
H6 2.4523 0.8852 7.1150  0.394
H7 3.6522 0.7454 2.4688  0.506
H8 4.9337 -3.2338 -2.2192  0.460
H9 1.5097 -1.9283 -4.4224  0.382
H10 0.6300 1.7998 5.7628  0.300
H11 1.9141 -1.7011 -1.8665  -0.544
H12 2.4666 -3.2130 -5.1446  0.480
H13 1.3013 4.3106 -1.0322  0.386
H14 3.7128 0.7658 5.8885  0.259
H15 -5.7135 2.5927 0.6940  0.428
H16 -7.0873 -1.6164 2.7134  0.290
H17 3.4967 4.6257 -0.5686  0.433
H18 2.4847 -0.4177 -2.9104  0.493
H19 -3.6194 0.4474 -1.2997  0.556
H20 3.8824 -0.9393 -4.8618  0.363
H21 -2.3499 -0.2658 4.3864  0.467
H22 -1.7132 4.1624 -4.4806  0.372
H23 -6.9892 -0.1512 3.6876  0.378
H24 3.3392 -3.7980 -1.7314  0.325
H25 -3.6490 2.0365 1.9638  0.663
H26 1.3698 -3.2543 -0.6202  0.348
H27 -0.9531 -2.8654 -2.0283  0.213
H28 0.2367 3.5262 -3.0978  0.586
H29 3.1592 -0.6853 6.7203  0.356
H30 -2.3118 -0.8848 -3.3327  0.479
H31 5.1218 -1.2612 -3.6340  0.338
H32 3.2271 -4.9943 -3.6062  0.323
H33 -7.1926 -0.0396 1.9392  0.340
H34 -4.7561 -0.2826 4.6471  0.315
H35 5.6456 2.1976 2.2098  0.394
H36 1.7128 -3.7720 3.6420  0.459
H37 -5.2006 -1.0052 0.4662  0.416
H38 2.0473 -5.0997 1.2517  0.443

Cartesian forces, eV/Å:
0.30 -0.05 -0.31
0.00 0.01 -0.01
-0.27 0.07 -0.05
0.18 0.04 0.04
0.01 0.15 0.23
-0.01 0.05 0.00
-0.11 -0.04 0.00
0.01 -0.04 -0.03
0.01 0.01 0.00
-0.11 -0.10 0.08
-0.08 0.06 0.20
0.00 0.06 0.01
-0.05 0.10 0.04
0.04 0.01 -0.04
0.01 -0.03 0.02
0.04 0.00 0.08
-0.01 0.00 -0.01
0.03 0.02 -0.11
0.01 0.01 0.00
0.05 -0.01 0.06
-0.04 -0.03 -0.06
0.03 0.03 -0.01
0.17 -0.15 -0.01
0.02 0.03 0.10
-0.06 0.01 -0.03
-0.04 -0.01 -0.05
-0.07 -0.05 -0.01
-0.02 0.03 -0.03
0.00 0.01 0.01
-0.07 0.03 -0.06
0.05 0.02 -0.01
-0.07 -0.01 -0.06
0.03 0.01 -0.05
0.00 -0.06 -0.01
-0.04 0.08 0.12
-0.03 -0.18 -0.11
0.21 0.20 0.15
0.02 -0.01 -0.04
0.01 -0.02 -0.02
0.00 -0.02 0.08
-0.02 0.02 -0.02
-0.01 -0.02 0.02
0.00 0.05 -0.04
0.15 -0.09 -0.03
-0.03 -0.02 0.02
-0.05 -0.02 0.01
0.02 0.01 0.02
-0.06 -0.06 -0.05
-0.04 0.01 -0.05
-0.07 0.03 0.05
0.05 0.00 0.01
0.00 0.07 0.08
-0.03 -0.08 -0.04
0.06 -0.04 0.02
0.01 0.04 0.00
0.00 0.00 0.00
0.01 0.00 -0.01
0.00 -0.01 0.02
0.01 0.00 0.00
0.00 0.00 0.01
0.00 0.00 0.00
0.04 -0.03 -0.02
0.00 0.00 0.00
-0.02 -0.01 -0.03
0.01 -0.01 0.00
0.01 0.00 -0.04
0.01 0.03 0.01
0.01 0.01 0.00
-0.01 -0.01 0.00
0.01 -0.01 0.00
0.01 0.01 0.00
0.00 0.00 0.01
0.01 0.00 -0.02
0.00 0.01 -0.01
0.01 -0.02 0.01
0.01 0.01 0.04
0.00 0.00 0.00
0.00 0.00 0.00
-0.05 -0.04 0.04
0.01 0.00 -0.01
0.00 0.07 0.00
-0.26 -0.21 -0.12
0.00 -0.01 0.00
0.00 0.01 0.00
0.01 0.01 0.01
0.01 0.01 0.00
0.05 0.02 0.02
0.00 0.00 0.00
0.02 0.00 0.00
-0.01 -0.01 0.00
-0.01 0.01 -0.01
-0.01 0.00 -0.01
-0.01 0.01 0.00

Values from the calculation:
LUMO in Eh: 0.1333
Max |F| in eV/A: 0.44
Energy relative to the best compared isomer or geometry (same formula, charge and spin) in kcal/mol: 17.5
Calculated total energy in a.u.: -9785.443259
HOMO energy in eV: -0.713
Total charge: -2

=====

Entry 3:
Here is a structure of composition C41H38ClIIrN3O2P in a non-equilibrium geometry from OMol25. Energies are from ωB97M-V with the def2-TZVPD basis set.

Last column: Mulliken spin population.
Cartesian coordinates (Å):
Ir1 -0.0055 0.3273 0.2587  0.039
I1 -8.1458 0.4690 0.7777  0.000
Cl1 1.6663 1.5315 1.4394  0.008
P1 1.8227 -0.5578 -1.0245  -0.010
O1 -1.2893 -0.6337 -0.9656  -0.007
O2 -2.2081 -2.6161 -1.2879  -0.001
N1 -0.5224 2.0947 -0.9176  0.015
N2 0.0262 -1.1167 1.8865  0.026
N3 -1.1089 1.3390 1.6080  0.422
C1 -4.7846 -1.7952 -0.7244  0.001
C2 -2.5194 1.0438 3.6242  0.134
C3 -2.3460 -1.4770 -0.9137  0.007
C4 1.6450 -5.1563 -1.0272  0.000
C5 2.7263 -4.5344 -0.4167  0.000
C6 3.0063 1.0079 -3.0242  -0.002
C7 -1.5060 0.6489 2.7383  -0.018
C8 4.5752 -0.4177 -0.5293  0.000
C9 0.6717 2.6864 -1.5823  0.011
C10 0.6544 -4.3916 -1.6255  -0.001
C11 -1.8486 5.2738 0.5713  0.153
C12 -6.0573 -1.3905 -0.3625  0.000
C13 4.3372 1.2935 1.6647  -0.001
C14 -5.1679 0.7184 0.3915  -0.003
C15 1.3733 -1.4981 2.4004  0.006
C16 -1.4184 4.3490 -0.3737  -0.076
C17 -3.8996 0.3046 0.0206  -0.025
C18 -1.6469 3.6410 2.3217  0.157
C19 -1.5063 1.8228 -2.0190  0.008
C20 -3.6886 -0.9548 -0.5278  -0.005
C21 5.5822 0.8332 1.2634  0.000
C22 -1.0880 3.0698 0.0256  0.118
C23 3.4277 1.2935 -4.3101  0.000
C24 -2.7601 0.3002 4.7601  -0.046
C25 1.9474 -1.0033 -3.8089  0.000
C26 -0.8268 -0.5644 2.9581  0.083
C27 2.2556 -0.1429 -2.7555  0.003
C28 3.2358 0.8645 0.9500  -0.005
C29 -1.3045 2.6724 1.3572  -0.033
C30 -0.6370 -2.3954 1.4544  0.020
C31 -6.2478 -0.1359 0.2070  0.001
C32 3.3010 -0.0046 -0.1262  0.001
C33 -1.0390 -1.2695 4.1266  -0.065
C34 -1.9915 -0.8263 5.0358  0.126
C35 0.7445 -3.0081 -1.6170  -0.001
C36 -1.9144 4.9304 1.9201  -0.053
C37 2.3703 -0.7119 -5.0991  0.000
C38 5.7017 -0.0083 0.1639  0.000
C39 1.8355 -2.3761 -1.0208  0.003
C40 3.1075 0.4325 -5.3521  0.000
C41 2.8244 -3.1508 -0.4122  -0.002
H1 1.9907 -1.8125 1.5670  0.000
H2 4.2325 1.9770 2.4965  0.000
H3 -2.1720 5.6791 2.6563  0.001
H4 -2.0934 6.2793 0.2571  0.003
H5 -0.5967 -3.1106 2.2757  0.000
H6 -1.6767 -2.1965 1.2242  -0.007
H7 -0.2056 -4.8601 -2.0849  0.000
H8 -4.6229 -2.7729 -1.1571  0.000
H9 -1.6616 3.3788 3.3686  0.000
H10 1.4328 2.9323 -0.8452  -0.006
H11 -0.0625 -2.4317 -2.0463  0.000
H12 3.2963 1.6757 -2.2212  0.000
H13 3.4445 0.6501 -6.3568  0.000
H14 -6.9000 -2.0493 -0.5199  0.000
H15 -3.1399 1.8954 3.3888  -0.002
H16 1.2777 -2.3356 3.0904  0.002
H17 4.6744 -1.0618 -1.3942  0.000
H18 1.8279 -0.6620 2.9235  -0.004
H19 -1.1460 0.9909 -2.6141  -0.001
H20 -2.4742 1.5708 -1.5981  -0.002
H21 0.3963 3.5935 -2.1199  0.000
H22 -0.1204 -2.7952 0.5890  -0.005
H23 -0.4931 -2.1801 4.3308  0.003
H24 -5.3243 1.7039 0.8106  0.001
H25 -3.5565 0.5900 5.4316  0.001
H26 3.6778 -2.6918 0.0698  0.000
H27 6.4629 1.1465 1.8076  0.000
H28 1.5762 -6.2362 -1.0343  0.000
H29 6.6791 -0.3410 -0.1575  0.000
H30 -3.0681 0.9762 0.1465  0.026
H31 3.4976 -5.1265 0.0579  0.000
H32 -1.3322 4.6450 -1.4099  0.003
H33 1.3875 -1.9086 -3.6388  0.000
H34 -1.5889 2.7171 -2.6367  0.002
H35 -2.1642 -1.3904 5.9423  0.002
H36 1.0379 1.9634 -2.2976  -0.001
H37 2.1311 -1.3941 -5.9037  0.000
H38 4.0167 2.1810 -4.4990  0.000

Cartesian forces, eV/Å:
0.84 0.88 0.05
-0.09 0.03 0.02
0.29 0.05 0.05
-0.36 -0.64 -0.29
-0.53 -0.12 0.37
-0.15 -0.15 -0.01
0.17 -0.36 -0.27
-0.10 -0.31 -0.44
-1.12 -0.38 0.16
0.02 -0.03 0.10
-0.01 0.00 0.03
0.55 0.28 -0.24
0.02 -0.01 -0.01
-0.02 0.01 0.00
0.11 -0.06 0.09
0.32 0.00 -0.18
0.00 0.05 0.10
-0.06 0.17 0.12
0.00 0.01 0.01
0.00 0.06 0.00
-0.01 0.01 0.00
-0.03 0.02 -0.03
-0.01 0.04 0.00
-0.07 0.16 0.21
0.07 -0.03 0.09
-0.02 -0.05 0.00
-0.02 -0.02 -0.08
-0.06 0.07 0.02
-0.05 -0.04 0.13
0.03 0.01 0.01
-0.07 0.09 -0.16
-0.02 0.01 -0.04
-0.01 0.00 0.00
-0.10 0.09 0.01
0.01 -0.04 0.07
0.07 0.08 0.03
0.05 -0.05 -0.09
0.00 -0.09 0.09
-0.03 0.02 0.10
0.09 -0.04 -0.05
0.01 0.08 -0.02
0.01 0.07 -0.04
-0.02 -0.02 0.03
0.00 -0.01 -0.12
0.00 0.02 0.01
-0.02 0.00 0.02
0.01 -0.01 -0.02
0.07 0.05 0.20
0.02 0.02 -0.03
0.06 0.03 -0.02
0.00 -0.04 -0.01
0.00 -0.02 0.00
-0.01 0.00 -0.01
-0.01 -0.01 0.01
0.02 -0.01 -0.02
-0.02 -0.02 -0.03
0.01 0.00 0.00
0.00 0.01 0.00
-0.02 0.02 -0.01
0.01 -0.04 -0.02
0.01 -0.01 0.04
0.01 -0.02 0.00
0.00 0.00 0.00
0.00 0.00 0.00
-0.01 -0.01 0.02
0.03 0.02 0.01
0.00 0.01 0.00
0.01 0.00 -0.01
0.03 0.03 -0.03
0.10 0.02 -0.14
0.02 0.00 0.02
-0.05 0.02 -0.02
-0.03 -0.01 0.01
0.02 -0.01 0.01
0.02 0.01 0.01
-0.01 0.01 0.02
0.00 0.01 -0.01
0.00 0.01 0.01
0.00 -0.01 0.01
0.08 0.06 0.15
0.00 0.01 -0.01
0.02 0.03 0.02
0.01 -0.05 0.00
-0.03 0.02 0.02
0.00 0.00 -0.01
-0.01 0.03 -0.03
-0.01 0.01 0.01
0.00 0.00 0.01

Values from the calculation:
LUMO (alpha / beta) in Eh: -0.1962 / -0.2913
Max |F| in eV/A: 1.22
⟨S²⟩: 0.792
Calculated total energy in a.u.: -3103.007975
2S+1: 2
HOMO energy (alpha / beta) in eV: -12.728 / -12.728
Total charge: +2